Entry 1:
{"formula": "C3H4N2O2", "method": "ωB97M-V/def2-TZVPD", "species": ["C", "C", "C", "H", "H", "H", "H", "N", "N", "O", "O"], "positions_angstrom": [[-0.59934, -0.80202, 0.89400], [0.00541, -0.90612, -0.50168], [0.50147, 1.32233, 0.71181], [-0.62554, -1.57933, -1.13022], [1.08098, -1.26060, -0.38291], [-0.21795, 0.40879, -2.11583], [1.05830, 2.00130, 1.32550], [-0.28619, 0.42827, -1.10916], [0.40515, 1.49799, -0.60789], [-1.21767, -1.50724, 1.54087], [-0.10461, 0.39663, 1.37551]], "energy_ha": -376.6519, "smiles": "O=C1CNN=CO1", "total_charge": 0, "de_lowest_kj_mol": 293.78, "gap_ev": 9.7, "molar_mass_g_mol": 100.1}



Entry 2:
{"formula": "C20H23Cl4GeO4Pt", "method": "ωB97M-V/def2-TZVPD", "species": ["Pt", "C", "O", "C", "C", "C", "C", "C", "C", "O", "C", "O", "C", "H", "H", "H", "H", "H", "H", "H", "H", "H", "C", "C", "C", "O", "C", "H", "H", "H", "H", "H", "H", "H", "H", "Cl", "Ge", "Cl", "Cl", "Cl", "C", "C", "C", "C", "C", "C", "C", "H", "H", "H", "H", "H", "H"], "positions_angstrom": [[0.75597, -0.90869, 0.05454], [-5.09318, 2.65942, 0.25525], [-4.14405, 3.70697, 0.35227], [-2.83468, 3.37362, 0.32495], [-1.94135, 4.43602, 0.58940], [-0.61377, 4.16146, 0.65911], [-0.06941, 2.86413, 0.45092], [1.33106, 2.67124, 0.68740], [2.20338, 3.76268, 1.25757], [1.85038, 1.56787, 0.42122], [-0.97234, 1.79316, 0.10008], [-0.70475, 0.56236, -0.18901], [-2.36263, 2.11108, 0.07841], [-6.06451, 3.12160, 0.40639], [-4.92383, 1.90602, 1.02799], [-5.06480, 2.18531, -0.72841], [-2.33882, 5.42768, 0.75199], [0.06531, 4.97017, 0.89185], [1.84815, 4.06937, 2.24219], [2.20206, 4.63665, 0.60655], [3.22168, 3.38761, 1.34120], [-3.02539, 1.29426, -0.16701], [-3.22021, -3.14163, 1.31950], [-3.41125, -3.22275, -0.20938], [-2.10946, -2.62908, -0.77640], [-1.19079, -2.58221, 0.31731], [-1.98056, -2.26592, 1.46364], [-3.02663, -4.12964, 1.73572], [-4.08269, -2.71740, 1.83190], [-4.27478, -2.64999, -0.54522], [-3.54737, -4.25271, -0.53437], [-2.26434, -1.61534, -1.15909], [-1.66074, -3.23877, -1.55932], [-2.24412, -1.20140, 1.44610], [-1.38001, -2.47506, 2.34672], [3.86203, -0.81410, -0.57750], [3.34373, 0.20280, 1.40399], [2.98982, 1.56592, -2.52043], [5.45132, 1.23868, 1.18536], [5.64679, -3.17730, -3.61752], [4.55584, -2.41926, -2.55457], [3.02897, -2.71654, -2.65416], [2.04877, -2.36101, -1.78304], [2.61178, -1.74582, -0.46644], [2.01007, -2.52970, 0.59026], [3.35919, 0.43854, -1.37248], [4.83695, -1.62675, -1.52526], [2.72443, -3.28750, -3.53064], [1.06511, -2.78525, -1.87758], [2.68676, -2.58257, 1.44819], [1.56242, -3.48538, 0.34712], [4.36383, -1.51474, 0.54669], [4.92070, -0.03808, -0.13395]], "energy_ha": -5113.0229, "total_charge": 0, "spin_multiplicity": 2, "de_lowest_kj_mol": 2510.71, "gap_ev": [5.5, 5.8], "molar_mass_g_mol": 736.9}